Record 1
{
  "formula": "C4H5NO2S",
  "method": "ωB97M-V with the def2-TZVPD basis set",
  "largest_force_ev_per_a": 2.68,
  "lumo_ev": 0.33,
  "smiles": "CC1=NOC(=O)SC1",
  "gap_ev": 10.22,
  "symbols": ["C", "C", "N", "O", "C", "O", "S", "C", "H", "H", "H", "H", "H"],
  "coordinates": [[-1.685, -1.038, -0.449], [-0.544, -0.123, -0.117], [-0.636, 1.069, -0.516], [0.364, 1.953, -0.118], [1.668, 1.629, -0.240], [2.462, 2.546, -0.325], [2.136, -0.077, -0.136], [0.620, -0.520, 0.760], [-1.324, -1.981, -0.934], [-2.408, -0.585, -1.083], [-2.031, -1.361, 0.524], [0.829, -1.579, 0.915], [0.548, 0.069, 1.720]],
  "forces_ev_per_a": [[1.8, -1.4, 0.2], [0.3, -0.6, 0.4], [-0.9, 0.3, -0.8], [0.0, 0.0, 0.3], [1.9, 1.9, -0.1], [-0.9, -1.6, 0.0], [-0.3, 0.8, 0.1], [0.3, 0.3, 0.2], [-0.1, 0.8, 0.3], [-0.6, 0.5, -0.1], [-0.8, -0.1, 0.1], [-0.9, 0.0, 0.3], [0.2, -0.8, -0.8]]
}



Record 2
{
  "formula": "C4H22N2O7",
  "method": "ωB97M-V with the def2-TZVPD basis set",
  "largest_force_ev_per_a": 5.59,
  "lumo_ev": [-2.91, -7.92],
  "charge": 1,
  "gap_ev": [10.77, 5.77],
  "multiplicity": 2,
  "symbols": ["C", "N", "C", "C", "C", "N", "O", "H", "H", "H", "H", "H", "H", "H", "H", "H", "H", "H", "H", "O", "H", "H", "O", "H", "H", "O", "H", "H", "O", "H", "H", "O", "H", "H", "O"],
  "coordinates": [[-0.166, -2.783, -0.014], [0.602, -1.796, 0.734], [1.224, -0.781, -0.191], [-0.275, -1.203, 1.756], [0.534, -0.106, 2.509], [1.534, -0.567, 3.296], [0.434, 1.079, 2.290], [-0.709, -3.405, 0.721], [-0.865, -2.597, -0.829], [0.561, -3.507, -0.462], [1.021, -0.898, -1.247], [2.297, -0.838, -0.002], [0.809, 0.205, 0.033], [-0.765, -2.030, 2.279], [-1.072, -0.673, 1.202], [2.304, 0.067, 3.443], [1.585, -1.492, 3.687], [1.259, 1.868, -2.253], [0.055, 1.839, -1.275], [0.413, 1.438, -2.105], [-0.899, -0.445, -4.184], [-0.332, -0.164, -2.838], [-1.011, -0.716, -3.264], [-2.410, -0.025, -2.376], [-3.848, -0.505, -2.000], [-3.169, 0.141, -1.781], [4.745, -2.301, 0.263], [3.269, -2.251, 0.283], [4.019, -1.661, 0.176], [-1.125, 3.236, -0.056], [-0.296, 2.376, 0.922], [-0.254, 2.829, 0.068], [-3.714, 2.489, -0.764], [-2.901, 3.134, -1.897], [-3.171, 3.252, -0.973]],
  "forces_ev_per_a": [[1.4, -3.8, 1.3], [-3.6, 2.4, -3.6], [0.5, -0.1, 1.1], [0.5, 0.6, 0.6], [0.7, -0.5, 0.7], [0.0, -0.3, -0.3], [-0.7, -0.1, -0.6], [0.1, 0.3, -0.3], [0.2, 1.5, -0.1], [-0.3, 0.6, 0.1], [-0.1, -1.0, -0.1], [-0.1, 0.8, -0.2], [0.4, -0.1, 0.5], [0.3, 0.4, 0.5], [0.2, -0.2, -0.1], [-0.1, 0.1, 0.4], [0.0, -0.1, -0.1], [0.0, 0.1, -0.1], [0.1, 0.3, -0.2], [-0.1, -0.5, 0.1], [-0.3, -0.2, -0.1], [-0.1, 0.3, 0.2], [0.5, 0.0, -0.1], [-0.5, -0.2, 0.0], [0.2, 0.1, -0.1], [0.1, 0.1, 0.3], [0.2, 0.6, -0.1], [-0.1, -0.2, 0.0], [0.4, -0.8, 0.2], [-0.2, 0.0, -0.1], [0.1, 0.1, 0.1], [-0.2, -0.2, 0.1], [0.0, -0.3, -0.2], [-0.3, -0.1, 0.3], [0.5, 0.3, -0.2]]
}



Record 3
{
  "formula": "C4H12",
  "method": "ωB97M-V with the def2-TZVPD basis set",
  "largest_force_ev_per_a": 7.21,
  "lumo_ev": 1.08,
  "smiles": "CC.CC",
  "gap_ev": 12.13,
  "symbols": ["C", "C", "H", "H", "H", "H", "H", "H", "C", "C", "H", "H", "H", "H", "H", "H"],
  "coordinates": [[1.463, 0.171, 2.155], [2.175, 0.359, 0.765], [0.421, 0.535, 2.071], [1.417, -0.719, 2.661], [1.997, 1.006, 2.861], [1.982, -0.699, 0.233], [3.246, 0.434, 0.789], [1.786, 1.251, 0.298], [-1.506, -1.032, -1.753], [-2.078, 0.476, -1.258], [-2.173, -1.394, -2.601], [-0.511, -1.087, -1.984], [-1.869, -1.717, -0.815], [-1.330, 1.166, -1.585], [-2.027, 0.569, -0.172], [-2.994, 0.680, -1.664]],
  "forces_ev_per_a": [[1.3, 6.0, -0.1], [-1.3, -3.9, 0.4], [0.4, -0.2, -0.1], [0.5, -2.4, 0.8], [-1.4, -2.1, -1.2], [0.2, 2.7, 0.3], [0.5, 0.1, 0.5], [-0.3, -0.2, -0.5], [-6.5, 0.2, 3.0], [4.1, -2.8, 0.3], [1.1, 0.5, 0.9], [2.4, -0.1, -0.3], [1.5, 1.2, -2.4], [0.2, 0.8, -0.6], [-0.5, -0.3, -0.1], [-2.3, 0.5, -0.8]]
}



Record 4
{
  "formula": "C4H29N2O8",
  "method": "ωB97M-V with the def2-TZVPD basis set",
  "largest_force_ev_per_a": 1.91,
  "lumo_ev": -2.31,
  "charge": 1,
  "gap_ev": 10.42,
  "symbols": ["C", "N", "C", "N", "C", "C", "H", "H", "H", "H", "H", "H", "H", "H", "H", "H", "H", "H", "H", "H", "H", "O", "H", "H", "O", "H", "H", "O", "H", "H", "O", "H", "H", "O", "H", "H", "O", "H", "H", "O", "H", "H", "O"],
  "coordinates": [[-1.266, 0.729, 1.923], [-0.013, 0.067, 1.537], [-1.541, 1.888, 0.965], [-1.218, 1.470, -0.441], [-0.909, 2.626, -1.290], [-2.957, 2.464, 0.982], [-1.211, 1.065, 2.959], [-2.122, 0.054, 1.927], [0.683, 0.380, 2.194], [-0.061, -0.941, 1.520], [-0.859, 2.680, 1.243], [-1.943, 0.845, -0.803], [-0.462, 0.754, -0.481], [-0.420, 3.379, -0.683], [-1.725, 3.083, -1.848], [-0.224, 2.360, -2.088], [-3.697, 1.719, 1.290], [-3.287, 2.752, -0.005], [-3.031, 3.275, 1.674], [4.916, 1.134, 2.244], [5.439, -0.134, 1.524], [4.638, 0.325, 1.799], [1.962, 0.567, -1.826], [1.966, 1.905, -2.601], [1.463, 1.110, -2.431], [1.259, -3.205, -2.900], [2.597, -2.699, -2.670], [1.682, -2.529, -2.412], [-0.278, -1.777, -1.230], [0.164, -0.733, -2.185], [-0.455, -0.854, -1.456], [-1.438, -3.881, -1.972], [-1.087, -4.310, -0.585], [-0.972, -3.585, -1.180], [3.823, 1.159, 0.356], [2.350, 1.089, 0.235], [3.115, 1.295, -0.288], [-4.368, -2.986, -0.229], [-3.056, -2.700, 0.366], [-3.975, -2.421, 0.451], [1.963, -2.908, 2.785], [2.634, -2.273, 1.497], [1.919, -2.237, 2.131]],
  "forces_ev_per_a": [[-0.2, -0.6, -0.2], [-0.4, 0.8, 0.1], [-0.5, 0.0, 0.2], [0.0, -0.5, 0.3], [0.4, 0.8, -1.4], [-0.2, -1.2, 0.2], [-0.1, 0.4, -0.1], [0.1, -0.3, -0.3], [0.4, -0.6, 0.0], [0.2, 0.0, 0.2], [0.4, 0.2, -0.4], [-0.4, 0.5, -0.2], [0.4, 0.4, 0.5], [0.0, 0.0, 0.1], [-0.6, -0.2, 0.7], [0.1, -0.5, 0.3], [0.2, -0.1, 0.1], [0.1, 0.5, -0.2], [-0.1, 0.6, 0.2], [0.2, -0.2, 0.1], [0.1, 0.1, 0.1], [-0.1, 0.1, 0.0], [0.7, 0.1, 0.3], [0.5, 0.0, 0.2], [-1.0, -0.2, -0.6], [-1.2, -1.2, -0.7], [0.1, 0.4, 0.2], [1.2, 0.7, 0.4], [-0.3, -0.1, 0.3], [0.1, 0.3, -0.2], [0.2, -0.2, -0.3], [0.0, 0.2, 0.0], [0.1, -0.8, 0.8], [-0.3, 0.4, -0.7], [0.3, -0.3, 0.0], [-0.8, -0.2, 0.3], [0.3, 0.3, -0.3], [-0.4, 0.3, 0.2], [0.2, 0.2, 0.2], [0.3, -0.4, -0.5], [0.6, -1.0, 0.6], [0.3, -0.4, 0.2], [-1.0, 1.5, -0.8]]
}



Listing calculated total energy for the structures above in their given order: -20647.5380, -21809.4814, -4340.8362, -23973.4749 eV.
Listing energy above the lowest of the compared OMol25 structures with the same formula, charge and spin for the structures above in their given order: 60.9, 0.0, 39.0, 48.3 kcal/mol.